# 1
Molecular formula: C5H8N2P
Method: DFT, ωB97M-V with the def2-TZVPD basis set

Summary:
Gap between HOMO and LUMO (spin up / spin down) ... 7.362 / 6.367 eV
Lowest unoccupied orbital energy (spin up / spin down) ... -4.02 / -6.86 eV
Expectation value of S² ... 2.03
Charge ... +1
HOMO level (spin up / spin down) ... -11.384 / -13.231 eV
Multiplicity ... 3
Max |F| ... 0.09985 Eh/bohr
Total energy ... -645.7505 hartree

Last column: Löwdin charge in e.
Atoms and positions in Å:
P 1.5846 -1.3380 0.2963  0.880
N -1.7268 -1.2989 -0.8998  0.208
N -2.3154 -0.2241 0.9723  0.227
C 1.9466 1.2633 -0.3986  -0.186
C -1.5046 -0.2222 -0.0807  -0.373
C 0.5315 1.3911 -0.6755  -0.081
C -0.3388 0.4821 -0.2694  0.019
C 2.5423 0.1535 0.1161  -0.422
H -2.4213 -1.8889 -0.7503  0.059
H 0.4841 2.4279 -1.1050  0.150
H -2.9907 -0.9670 1.0904  0.147
H 1.6086 -1.1040 1.8007  -0.045
H 2.5349 2.2548 -0.4907  0.144
H -2.2079 0.4751 1.6129  0.100
H -1.2346 -1.5645 -1.7267  0.130
H 3.5075 0.1598 0.5082  0.044

Force components x, y, z for each atom (eV/Å):
0.319 -0.034 2.039
3.314 3.456 -0.765
0.145 -0.933 -1.426
2.452 0.884 0.748
-0.475 -3.306 -1.266
0.412 0.390 0.203
0.051 2.411 -0.956
-2.183 0.641 -0.869
-4.067 -2.905 1.179
-1.625 -1.192 -0.009
0.060 0.352 0.191
0.063 -0.741 -1.536
-0.927 -1.852 0.177
-0.038 1.918 2.169
0.841 0.671 -0.202
1.659 0.240 0.323

# 2
Molecular formula: C5H8N2S
Method: DFT, ωB97M-V with the def2-TZVPD basis set

Summary:
Gap between HOMO and LUMO ... 9.452 eV
Lowest unoccupied orbital energy ... 0.62 eV
HOMO level ... -8.830 eV
Relative energy (zero: lowest compared OMol25 entry of this formula, charge and spin) ... 4.148 eV
Max |F| ... 0.10846 Eh/bohr
Total energy ... -702.8776 hartree
SMILES ... S=C1NCC[C@@]12CN2

Last column: Löwdin charge in e.
Atoms and positions in Å:
S 2.0622 -0.1636 2.0301  0.711
N -1.1310 0.4534 1.5330  0.010
N 1.5830 -0.2125 -0.6586  -0.043
C -0.6025 0.5451 -0.7709  -0.149
C 1.2586 -0.2811 0.6727  -0.814
C 0.6363 0.3198 -1.7174  -0.204
C -0.3285 -0.1620 0.5347  -0.513
C -1.3985 -0.9625 1.2160  -0.111
H -2.2989 -1.1390 0.6578  0.078
H -0.5413 0.3582 2.4768  0.113
H -1.5093 0.6105 -1.5819  0.166
H 0.4859 -0.3189 -2.8383  0.160
H -1.4236 -1.7378 2.1291  0.149
H 1.0072 1.3863 -2.1933  0.136
H -0.3868 1.6582 -0.4526  0.142
H 2.5870 -0.3544 -1.0371  0.171

Force components x, y, z for each atom (eV/Å):
1.097 -0.439 1.287
1.157 -0.459 3.912
3.479 -0.429 -2.547
0.664 3.267 -3.746
-3.882 1.003 -3.877
0.319 0.466 -1.364
0.142 -0.652 -0.036
-0.569 -1.444 1.997
-0.254 0.159 -0.457
-1.414 0.645 -2.324
1.399 -0.783 3.046
0.481 1.023 3.846
1.129 1.701 -2.269
-0.595 -2.579 1.547
-0.984 -1.897 -0.584
-2.169 0.418 1.569

# 3
Molecular formula: C5H8N2S
Method: DFT, ωB97M-V with the def2-TZVPD basis set

Summary:
Gap between HOMO and LUMO ... 9.695 eV
Lowest unoccupied orbital energy ... 0.72 eV
HOMO level ... -8.979 eV
Relative energy (zero: lowest compared OMol25 entry of this formula, charge and spin) ... 2.833 eV
Max |F| ... 0.09884 Eh/bohr
Total energy ... -702.9259 hartree
SMILES ... Cc1c(S)cnn1C

Last column: Löwdin charge in e.
Atoms and positions in Å:
S 0.1226 0.2582 3.0384  0.745
N 1.9271 0.3221 -0.6713  0.104
N 0.6421 -0.0286 -0.7847  -0.205
C -1.4611 -0.4954 0.1899  -0.086
C 0.5819 0.6390 1.2978  -0.502
C 1.8064 0.8299 0.6309  -0.142
C 0.0368 -0.4783 -2.1069  -0.009
C -0.1579 0.0480 0.3065  -0.442
H 0.7924 -0.1409 -2.8188  0.073
H 2.7088 1.0503 1.0611  0.064
H -0.1005 -1.5734 -2.0505  0.076
H -1.2950 -1.6744 0.1409  0.144
H -2.1591 0.0607 -0.5571  0.108
H -0.3605 1.4365 3.4632  -0.157
H -1.1112 -0.0774 -2.3452  0.132
H -1.9729 -0.1764 1.2058  0.097

Force components x, y, z for each atom (eV/Å):
0.734 0.732 -1.169
-2.468 2.242 3.836
-2.948 -1.521 -2.800
-3.659 -0.726 2.319
-0.026 -0.877 0.564
1.450 -1.534 -1.451
-1.207 0.585 0.789
1.936 0.973 -1.966
-0.520 -0.363 -0.321
1.959 0.933 1.216
0.373 0.446 -0.359
-1.307 2.434 -0.262
1.390 -1.597 0.793
0.076 0.074 -0.188
3.429 -0.494 0.773
0.786 -1.306 -1.773

What did the third record say?
Molecular formula: C5H8N2S
Method: DFT, ωB97M-V with the def2-TZVPD basis set

Summary:
Gap between HOMO and LUMO ... 9.695 eV
Lowest unoccupied orbital energy ... 0.72 eV
HOMO level ... -8.979 eV
Relative energy (zero: lowest compared OMol25 entry of this formula, charge and spin) ... 2.833 eV
Max |F| ... 0.09884 Eh/bohr
Total energy ... -702.9259 hartree
SMILES ... Cc1c(S)cnn1C

Last column: Löwdin charge in e.
Atoms and positions in Å:
S 0.1226 0.2582 3.0384  0.745
N 1.9271 0.3221 -0.6713  0.104
N 0.6421 -0.0286 -0.7847  -0.205
C -1.4611 -0.4954 0.1899  -0.086
C 0.5819 0.6390 1.2978  -0.502
C 1.8064 0.8299 0.6309  -0.142
C 0.0368 -0.4783 -2.1069  -0.009
C -0.1579 0.0480 0.3065  -0.442
H 0.7924 -0.1409 -2.8188  0.073
H 2.7088 1.0503 1.0611  0.064
H -0.1005 -1.5734 -2.0505  0.076
H -1.2950 -1.6744 0.1409  0.144
H -2.1591 0.0607 -0.5571  0.108
H -0.3605 1.4365 3.4632  -0.157
H -1.1112 -0.0774 -2.3452  0.132
H -1.9729 -0.1764 1.2058  0.097

Force components x, y, z for each atom (eV/Å):
0.734 0.732 -1.169
-2.468 2.242 3.836
-2.948 -1.521 -2.800
-3.659 -0.726 2.319
-0.026 -0.877 0.564
1.450 -1.534 -1.451
-1.207 0.585 0.789
1.936 0.973 -1.966
-0.520 -0.363 -0.321
1.959 0.933 1.216
0.373 0.446 -0.359
-1.307 2.434 -0.262
1.390 -1.597 0.793
0.076 0.074 -0.188
3.429 -0.494 0.773
0.786 -1.306 -1.773